# 1
Formula: C16H20F2FeN3O2SSb
Source: the OMol25 dataset
Level of theory: the ωB97M-V functional and the def2-TZVPD basis

```
46
C16H20F2FeN3O2SSb the ωB97M-V functional and the def2-TZVPD basis
Fe 0.81365 0.73931 -0.61653
O 4.56405 1.08751 0.69527
C 3.37025 0.95191 0.59397
O 2.69505 0.82861 -0.49723
C 2.49715 0.85881 1.84267
C 3.04865 1.02401 3.10437
C 2.21145 0.93361 4.20617
C 0.86935 0.64351 3.99627
C 0.41475 0.46731 2.69947
N 1.20515 0.59341 1.63937
H 4.10835 1.21681 3.17617
H 2.59655 1.07451 5.20517
H 0.17795 0.56301 4.81797
H -0.61415 0.20881 2.49167
F 0.77145 3.14811 -0.43763
C 0.89785 2.47291 -1.62763
F -0.24485 2.67141 -2.31073
H 1.74935 2.86281 -2.19033
C 0.23695 -3.56849 -1.17343
Sb 1.36535 -1.74199 -0.84873
C 2.86715 -2.54009 0.47607
C 2.52935 -1.72159 -2.65953
H 0.93195 -4.33449 -1.50063
H -0.51705 -3.41389 -1.93693
H -0.24355 -3.89179 -0.25643
H 3.16995 -3.52269 0.12117
H 2.46775 -2.62619 1.48327
H 3.72825 -1.87759 0.48397
H 2.89335 -2.72479 -2.86103
H 3.36755 -1.04559 -2.52283
H 1.92625 -1.38009 -3.49553
N -6.20775 1.22201 -0.15733
C -5.36425 0.73151 -1.09253
S -6.10235 0.04991 -2.48923
C -3.96565 0.75361 -0.97723
C -3.13825 0.11341 -1.94933
C -1.78985 0.06911 -1.79063
N -1.14395 0.62491 -0.73343
C -1.90425 1.31541 0.15257
C -3.26175 1.40011 0.08337
H -7.19915 1.16661 -0.30903
H -5.88045 1.58921 0.71857
H -3.60385 -0.35509 -2.80343
H -1.15615 -0.42679 -2.51533
H -1.34865 1.80891 0.94237
H -3.78885 1.98001 0.82277
```

Calculated values
- net charge = +1
- spin multiplicity = 6
- HOMO-LUMO gap (alpha / beta) (eV) = 6.00 / 6.32
- E_tot (eV) = -82668.187

***

# 2
Formula: C31H38N4PS2Tl
Source: the OMol25 dataset
Level of theory: the ωB97M-V functional and the def2-TZVPD basis

```
77
C31H38N4PS2Tl the ωB97M-V functional and the def2-TZVPD basis
Tl -0.22476 0.59433 -1.52140
C 1.98337 -4.33286 -1.37295
N 1.32191 -3.14559 -1.87617
C 2.24025 -2.11242 -2.29265
C 3.06046 -1.49831 -1.16528
N 2.26988 -0.76153 -0.17982
C 1.67572 -1.61893 0.82958
C 2.86375 0.43958 0.27530
C 3.24981 0.58839 1.60850
C 3.81059 1.76876 2.08374
C 4.00525 2.82409 1.20544
C 3.61280 2.69402 -0.11877
C 3.01931 1.52944 -0.62481
S 2.45206 1.50673 -2.28365
C 0.17890 -3.37756 -2.68044
C 0.17213 -2.98645 -4.01891
C -0.94202 -3.15915 -4.83190
C -2.07041 -3.76018 -4.29703
C -2.07216 -4.16311 -2.97022
C -0.97795 -3.98084 -2.10966
S -1.10415 -4.44512 -0.42904
H 2.84811 -4.59370 -2.01059
H 1.28347 -5.16294 -1.35053
H 2.34052 -4.19014 -0.34953
H 1.68498 -1.29842 -2.75555
H 2.96194 -2.48597 -3.04891
H 3.75171 -0.80195 -1.63764
H 3.65789 -2.26814 -0.64796
H 2.43447 -2.15786 1.42637
H 1.03119 -2.35457 0.34748
H 1.05917 -1.02740 1.50450
H 3.10550 -0.23868 2.29093
H 4.09104 1.85217 3.12775
H 4.43852 3.75688 1.55062
H 3.71978 3.52831 -0.80196
H 1.05820 -2.52593 -4.43825
H -0.92024 -2.82284 -5.86205
H -2.95814 -3.90353 -4.90462
H -2.95990 -4.61361 -2.54223
C 0.42161 3.09921 1.15679
N -0.10458 2.91111 -0.17108
C -0.20907 3.93109 -0.93648
C -0.73128 3.89041 -2.26819
C -0.97758 4.97969 -3.11573
C -1.52467 4.43745 -4.28339
C -1.56942 3.05037 -4.07184
N -1.09704 2.71567 -2.86398
C -0.63651 2.98878 2.23313
C -1.97244 2.74871 1.93493
C -2.92043 2.68250 2.94944
C -2.54742 2.85150 4.27417
C -1.21055 3.07775 4.58142
C -0.26764 3.14346 3.56848
H 0.92166 4.07446 1.26120
H 1.18738 2.34131 1.34766
H 0.10807 4.91966 -0.57296
H -0.77572 6.01928 -2.89728
H -1.84098 4.96629 -5.17125
H -1.91598 2.28881 -4.75859
H -2.26107 2.61853 0.89975
H -3.95702 2.48834 2.69974
H -3.28760 2.79155 5.06311
H -0.90298 3.19814 5.61376
H 0.77711 3.31277 3.80873
C -2.61556 -1.01967 4.05564
P -1.77415 -1.73322 2.57170
C -3.13279 -1.60107 1.34790
C -1.93983 -3.51347 3.00320
H -3.58571 -1.49278 4.24233
H -2.75881 0.05293 3.91967
H -1.98042 -1.16101 4.93314
H -4.07449 -1.99778 1.74048
H -2.83821 -2.17465 0.46543
H -3.26891 -0.55762 1.05669
H -2.96125 -3.75663 3.31340
H -1.25198 -3.76126 3.81450
H -1.67665 -4.10552 2.12669
```

Calculated values
- net charge = -2
- HOMO-LUMO gap (eV) = 5.63
- E_tot (eV) = -74378.961

***

# 3
Formula: C3H10N3O
Source: the OMol25 dataset
Level of theory: the ωB97M-V functional and the def2-TZVPD basis

```
17
C3H10N3O the ωB97M-V functional and the def2-TZVPD basis
N 1.48195 -2.27659 1.73276
C 1.24128 -1.23687 0.90413
N 1.28307 0.02238 1.47136
O 0.91773 -1.39996 -0.27960
H 1.61997 -3.17385 1.30195
H 1.96451 -2.06307 2.59083
H 1.85485 0.12717 2.29544
H 1.54431 0.74624 0.81300
C -1.15195 1.05339 -1.74398
C -1.70320 2.25275 -1.67082
N -1.15710 0.14603 -0.59189
H -0.67364 0.65390 -2.62578
H -1.66349 2.87930 -2.54921
H -2.14871 2.59447 -0.74559
H -1.18424 0.63865 0.29748
H -1.96330 -0.48391 -0.61686
H -0.26206 -0.48004 -0.58321
```

Calculated values
- net charge = +1
- HOMO-LUMO gap (eV) = 11.68
- E_tot (eV) = -9785.258

***

# 4
Formula: CH6N2OSSi
Source: the OMol25 dataset
Level of theory: the ωB97M-V functional and the def2-TZVPD basis

```
12
CH6N2OSSi the ωB97M-V functional and the def2-TZVPD basis
C -1.20008 0.09592 -0.07347
N -2.27329 0.85011 0.30058
N 0.01962 0.57933 0.11235
O -1.41998 -1.01603 -0.49316
Si 1.05050 -0.69972 -0.38018
S 3.30007 0.27890 -0.15867
H -2.39431 1.81173 0.36449
H -2.99515 0.24115 0.20886
H 0.09388 1.52431 0.43756
H 0.82994 -1.23714 -1.77061
H 1.32721 -1.85607 0.65402
H 3.66160 -0.57249 0.79823
```

Calculated values
- HOMO-LUMO gap (eV) = 9.53
- E_tot (eV) = -24875.921

***

# 5
Formula: C82H180BrF6NO4P5S2
Source: the OMol25 dataset
Level of theory: the ωB97M-V functional and the def2-TZVPD basis

```
281
C82H180BrF6NO4P5S2 the ωB97M-V functional and the def2-TZVPD basis
C -2.28431 4.42570 -1.79379
C -0.97167 5.09566 -2.13609
C 0.15110 4.23905 -1.63234
C 1.51512 4.92045 -1.61564
P 2.92775 3.79814 -1.31759
C 2.76795 3.44474 0.51490
C 3.99087 2.86596 1.32547
C 3.65489 2.18856 2.64851
C 4.83928 1.89396 3.47148
C 4.47320 4.69678 -1.39192
C 4.61811 6.02145 -0.63034
C 5.78748 7.02663 -1.03194
C 7.21346 6.43521 -0.89557
C 2.88822 2.17375 -2.30529
C 4.21556 1.43957 -2.23315
C 4.36363 0.55185 -3.48908
C 5.80667 -0.09040 -3.67401
H -2.30755 4.09398 -0.75575
H -2.30368 3.54723 -2.43880
H -3.16299 5.03692 -1.99984
H -0.96128 6.07314 -1.65386
H -0.99640 5.24391 -3.21567
H 0.01813 3.25160 -2.07435
H -0.05646 4.10119 -0.57121
H 1.73307 5.72327 -0.91132
H 1.76516 5.36256 -2.58006
H 1.94060 2.73907 0.58994
H 2.35575 4.31769 1.02098
H 4.67680 3.67595 1.57351
H 4.47734 2.15105 0.66188
H 3.00290 1.32929 2.49140
H 3.10013 2.91431 3.24316
H 5.30501 0.97360 3.11915
H 4.60496 1.76927 4.52867
H 5.59370 2.67364 3.36637
H 4.56599 4.97136 -2.44268
H 5.29742 4.05009 -1.09102
H 4.75162 5.80771 0.43013
H 3.68874 6.58972 -0.66848
H 5.75068 7.90166 -0.38303
H 5.71404 7.40424 -2.05180
H 7.40522 5.77336 -1.74014
H 7.41089 5.90620 0.03677
H 7.86773 7.29657 -1.03006
H 2.48803 2.46090 -3.27765
H 2.03144 1.67047 -1.85726
H 4.31836 0.89480 -1.29466
H 5.07583 2.10859 -2.25383
H 4.22187 1.18264 -4.36663
H 3.59413 -0.21772 -3.55008
H 5.92295 -0.53283 -4.66338
H 5.90901 -0.85607 -2.90500
H 6.52068 0.69498 -3.42613
C -4.59962 3.33561 1.44542
C -5.01411 1.81045 1.63524
C -5.86357 1.26925 0.48874
C -6.52859 -0.04703 0.81004
P -5.43659 -1.55176 0.82701
C -4.13549 -1.50665 -0.38204
C -3.01793 -2.60271 -0.37400
C -2.18590 -2.88675 -1.63968
C -3.16735 -3.48451 -2.70026
C -4.60728 -1.81078 2.45429
C -5.36997 -1.92552 3.76914
C -5.62933 -0.61851 4.51094
C -5.88926 -0.76390 6.02096
C -6.40512 -3.08639 0.59273
C -7.03193 -3.17100 -0.76166
C -7.65048 -4.46592 -1.06632
C -7.98633 -4.67208 -2.55644
H -3.91908 3.34470 0.59403
H -3.97549 3.66527 2.27602
H -5.41273 4.00946 1.17544
H -5.58136 1.73493 2.56294
H -4.12310 1.20780 1.81136
H -5.20719 1.15500 -0.37394
H -6.69059 1.89564 0.15439
H -7.32520 -0.20134 0.08223
H -7.08504 -0.10750 1.74535
H -3.67183 -0.52778 -0.25991
H -4.50415 -1.31526 -1.38979
H -3.34048 -3.51854 0.12127
H -2.26123 -2.28471 0.34320
H -1.41215 -3.59800 -1.35064
H -1.71548 -2.01131 -2.08735
H -3.54837 -4.44700 -2.35887
H -2.61853 -3.55240 -3.63956
H -4.08465 -2.91203 -2.83773
H -3.80911 -1.07477 2.55082
H -4.09879 -2.75919 2.28094
H -4.95211 -2.73516 4.36745
H -6.34238 -2.33569 3.49658
H -6.42971 -0.07017 4.01415
H -4.79984 0.05305 4.28949
H -4.97483 -1.12245 6.49356
H -6.57512 -1.60908 6.07913
H -6.22633 0.13090 6.54422
H -7.17911 -3.12336 1.35932
H -5.63377 -3.84291 0.73699
H -6.23148 -2.97881 -1.47611
H -7.71218 -2.34289 -0.96059
H -8.62776 -4.55997 -0.59286
H -7.15488 -5.39208 -0.77528
H -8.82554 -4.00981 -2.76904
H -8.48975 -5.61392 -2.77462
H -7.11887 -4.39937 -3.15749
C -8.05619 2.42760 -9.31290
C -7.70093 2.13486 -7.85499
C -6.23038 2.04464 -7.56762
C -5.96693 1.58072 -6.05873
P -4.26393 1.14482 -5.66322
C -3.20081 2.45470 -6.28648
C -3.35492 3.80214 -5.56654
C -2.50112 4.79687 -6.37597
C -2.52259 6.24107 -5.94861
C -3.82343 1.01269 -3.85191
C -2.51501 0.21976 -3.41665
C -1.14337 1.03153 -3.82344
C 0.06100 0.34570 -3.18179
C -3.95996 -0.41781 -6.46289
C -4.69464 -1.60145 -5.79173
C -4.40612 -2.98696 -6.41932
C -5.29409 -4.14289 -5.91888
H -7.73988 1.55467 -9.88388
H -7.49961 3.25985 -9.74379
H -9.11287 2.68225 -9.39475
H -8.22822 1.28230 -7.42697
H -8.08283 2.97076 -7.26887
H -5.87117 3.06288 -7.71682
H -5.66171 1.44345 -8.27705
H -6.65833 0.75129 -5.90998
H -6.27709 2.28485 -5.28666
H -3.60553 2.64732 -7.28006
H -2.15078 2.23800 -6.48284
H -2.91169 3.74458 -4.57239
H -4.40333 4.07804 -5.45343
H -2.93966 4.81520 -7.37368
H -1.46062 4.48650 -6.47154
H -1.64402 6.76907 -6.31932
H -2.62008 6.35551 -4.86903
H -3.32987 6.80882 -6.41127
H -4.66201 0.45184 -3.43920
H -3.77777 2.05575 -3.53875
H -2.39216 -0.77645 -3.84160
H -2.63987 0.18717 -2.33433
H -1.09752 2.06638 -3.48418
H -1.14120 1.00285 -4.91306
H 0.04424 -0.73095 -3.35102
H 0.05224 0.29222 -2.09314
H 0.96952 0.54812 -3.74900
H -2.87260 -0.41332 -6.38718
H -4.23591 -0.35690 -7.51562
H -5.73795 -1.28597 -5.80042
H -4.43609 -1.79809 -4.75125
H -3.39067 -3.32389 -6.21089
H -4.53023 -2.79060 -7.48428
H -4.78201 -4.58418 -5.06381
H -5.52716 -4.94327 -6.62116
H -6.30241 -3.85376 -5.62258
C 9.31544 0.26421 -1.75171
C 8.48727 1.05791 -0.73261
C 7.45335 0.17982 -0.05858
C 8.04576 -0.88975 0.98504
P 7.22045 -2.50024 0.91103
C 5.42801 -2.35180 1.55474
C 4.64448 -1.27231 0.89949
C 3.10587 -1.52341 1.17617
C 2.10795 -0.74490 0.39966
C 8.02992 -3.74844 2.00624
C 7.43251 -5.17256 2.18227
C 7.84762 -6.17373 1.09195
C 7.06635 -7.44005 1.25530
C 7.23386 -3.11773 -0.78318
C 5.95826 -3.92402 -1.11837
C 5.85315 -4.50914 -2.54412
C 7.08217 -5.14382 -3.04872
H 8.70296 -0.10597 -2.57386
H 9.83937 -0.54182 -1.23800
H 10.12820 0.90104 -2.10095
H 8.09030 1.90665 -1.28953
H 9.13206 1.41034 0.07248
H 6.80458 -0.12087 -0.88124
H 6.87971 0.88408 0.54397
H 7.94880 -0.47628 1.98890
H 9.12002 -1.04792 1.08016
H 5.51795 -2.18718 2.62848
H 4.99442 -3.34218 1.41593
H 4.87319 -1.30898 -0.16561
H 4.91010 -0.26784 1.22903
H 2.78790 -1.31577 2.19788
H 2.90021 -2.58881 1.07247
H 2.09315 -0.99096 -0.66212
H 2.28003 0.30824 0.62186
H 1.08038 -0.91170 0.72271
H 7.93885 -3.28072 2.98657
H 9.10686 -3.72638 1.83949
H 6.34389 -5.20318 2.22787
H 7.63073 -5.66330 3.13514
H 8.93072 -6.28776 1.13654
H 7.78269 -5.81060 0.06626
H 7.16913 -7.84493 2.26207
H 7.49795 -8.18725 0.58933
H 6.01092 -7.32396 1.00894
H 8.15477 -3.69889 -0.83096
H 7.44059 -2.31245 -1.48809
H 5.11535 -3.26290 -0.91710
H 5.83412 -4.66373 -0.32747
H 5.64843 -3.70305 -3.24869
H 5.08702 -5.28354 -2.58217
H 7.43134 -5.98094 -2.44424
H 7.89839 -4.44447 -3.22980
H 6.94864 -5.64234 -4.00879
C -5.78210 3.42741 6.57791
C -4.46473 2.76677 7.06055
C -3.40288 2.70804 5.94074
C -2.11681 2.00201 6.62885
P -0.92285 1.33465 5.42445
C -1.72069 -0.10753 4.52988
C -2.14417 -1.34828 5.31535
C -0.98316 -2.27306 5.71171
C -1.49494 -3.27921 6.84017
C 0.50322 0.81236 6.36389
C 1.69263 0.31997 5.47904
C 2.71889 -0.58992 6.26376
C 3.66930 -1.44075 5.37294
C -0.60423 2.66412 4.26073
C -0.05267 3.98096 4.96048
C 0.33576 5.00102 3.92459
C -0.89320 5.73408 3.26738
H -6.21667 2.99437 5.67696
H -5.66803 4.50876 6.50182
H -6.52043 3.14906 7.32992
H -4.67645 1.82724 7.57103
H -4.09995 3.31697 7.92792
H -3.16236 3.68142 5.51321
H -3.77517 2.19016 5.05682
H -2.50236 1.22889 7.29348
H -1.61803 2.72794 7.27101
H -1.00355 -0.52858 3.82524
H -2.54020 0.30291 3.93993
H -2.86747 -1.96835 4.78579
H -2.57390 -0.95368 6.23608
H -0.10473 -1.74514 6.08287
H -0.66501 -2.78206 4.80188
H -2.45562 -3.77263 6.69278
H -1.58219 -2.85714 7.84134
H -0.78478 -4.10059 6.93561
H 0.06167 0.10212 7.06296
H 0.86336 1.66487 6.93975
H 2.12543 1.19378 4.99195
H 1.28466 -0.25810 4.64989
H 2.09551 -1.19263 6.92425
H 3.35764 -0.02371 6.94163
H 4.42673 -1.91239 5.99900
H 4.28660 -0.88700 4.66554
H 3.04003 -2.13542 4.81657
H -1.46910 2.89239 3.63783
H 0.08354 2.36881 3.46836
H 0.85189 3.54816 5.38775
H -0.73302 4.28845 5.75463
H 0.86702 4.44773 3.15017
H 1.03017 5.74488 4.31520
H -1.43754 6.05949 4.15389
H -1.40191 5.04711 2.59109
H -0.44283 6.55836 2.71435
C 2.65452 -8.12507 0.39805
F 3.61991 -8.22635 -0.58042
F 1.42981 -8.33490 -0.17511
F 2.94176 -8.98984 1.38979
S 2.68038 -6.41011 1.32922
O 3.86216 -6.45943 2.14462
O 2.71351 -5.43893 0.26366
N 1.18296 -6.53265 2.33086
S 1.10005 -5.15027 2.93945
O 0.42308 -5.37340 4.20644
O 2.28380 -4.24149 2.94628
C -0.12331 -4.21432 1.76621
F -1.27445 -4.81716 1.64135
F -0.24958 -2.93533 2.26561
F 0.41745 -4.14578 0.54327
Br -1.30828 1.22755 0.78111
```

Calculated values
- net charge = +3
- HOMO-LUMO gap (eV) = 8.40
- E_tot (eV) = -252074.347

***

# 6
Formula: C11H14N2O2
Source: the OMol25 dataset
Level of theory: the ωB97M-V functional and the def2-TZVPD basis

```
29
C11H14N2O2 the ωB97M-V functional and the def2-TZVPD basis
C 3.69821 1.04668 -0.05239
C 3.81024 -0.32819 0.07531
C 2.45044 1.64668 -0.10335
C 2.67828 -1.12627 0.14671
C 1.31875 0.85431 -0.02582
C 1.43037 -0.53133 0.09803
C -0.08497 1.36664 -0.02923
C 0.12980 -1.25272 0.14944
C -0.25009 -2.07774 -1.05181
C -3.06298 0.62197 -0.94556
C -2.65490 0.87905 1.42349
N -0.90929 0.31095 -0.06505
N -2.25299 0.20809 0.19267
O -0.41288 2.54049 -0.03106
O -0.19264 -1.76532 1.36068
H 4.58956 1.65432 -0.10758
H 4.78795 -0.78496 0.12510
H 2.34231 2.71578 -0.19404
H 2.76650 -2.19674 0.24940
H 0.02502 -1.56246 -1.96713
H -1.32410 -2.26230 -1.05520
H 0.27228 -3.03586 -1.01645
H -4.08834 0.30053 -0.76865
H -3.04282 1.70783 -1.09012
H -2.68220 0.13906 -1.84295
H -2.03190 0.51648 2.23986
H -2.54925 1.96723 1.35162
H -3.69667 0.62842 1.62294
H -1.06368 -2.18059 1.31113
```

Calculated values
- HOMO-LUMO gap (eV) = 9.04
- E_tot (eV) = -18708.096

***

# 7
Formula: C4H12
Source: the OMol25 dataset
Level of theory: the ωB97M-V functional and the def2-TZVPD basis

```
16
C4H12 the ωB97M-V functional and the def2-TZVPD basis
C -1.46505 -0.29678 0.55217
C -2.72746 -0.56950 1.31165
H -1.62503 0.56967 -0.10388
H -0.70084 0.12615 1.21413
H -1.02622 -1.16958 0.07554
H -3.58881 -0.20850 0.72505
H -2.75883 -0.13550 2.30644
H -2.95006 -1.63945 1.39723
C 1.93043 1.15808 -0.99243
C 2.20281 -0.29452 -0.90976
H 0.99178 1.62247 -0.63149
H 2.86078 1.56781 -0.61643
H 1.84069 1.38836 -2.08036
H 2.08705 -0.61763 0.19236
H 3.27953 -0.61577 -0.80907
H 1.64922 -0.88534 -1.63116
```

Calculated values
- net charge = +1
- spin multiplicity = 2
- HOMO-LUMO gap (alpha / beta) (eV) = 11.59 / 3.43
- E_tot (eV) = -4330.522

***

Question: Look up the E_tot of the sixth one.
Answer: -18708.096 eV

***

Question: Which of these has the highest E_tot?
Answer: C4H12